ORCA calculation (the ωB97M-V functional and the def2-TZVPD basis) on a cluster of 2 separate species, C45H50N3OSi in total at a distorted geometry.

Geometry as XYZ:
```
100
Properties=species:S:1:pos:R:3:forces:R:3
C 1.2776 6.7285 -3.0637 -0.2 0.2 0.1
N 1.1211 5.3631 -2.5972 0.4 -0.3 -0.2
C 2.0880 4.4157 -2.8341 1.1 0.7 0.0
O 3.2250 4.6449 -3.2400 -1.7 -0.5 0.4
C 1.4707 3.0707 -2.4692 -0.2 -0.3 -0.3
C 2.3128 2.1157 -1.6301 0.2 0.0 0.2
C 3.6391 1.7208 -2.2230 0.1 -0.3 -0.1
C 4.7054 1.4293 -1.3634 0.0 0.2 -0.5
C 5.9485 1.0837 -1.8965 -0.2 -0.1 -0.2
C 6.1074 0.9770 -3.2860 -0.2 0.1 0.1
C 5.0287 1.2369 -4.1396 -0.1 -0.1 0.3
C 3.7911 1.6008 -3.6063 0.4 -0.1 0.2
N 0.3079 3.4667 -1.6931 -0.1 0.5 0.0
C -0.5519 2.4543 -1.3560 -0.2 -0.8 1.3
C -1.1351 2.2741 -0.1336 1.4 1.3 -0.7
C -1.9731 1.1418 0.0887 -2.6 -0.7 -2.1
C -3.3931 1.2109 -0.0569 0.7 0.0 0.8
C -4.1603 0.0166 -0.1400 -0.2 -0.2 0.0
C -5.4898 0.0589 -0.5300 0.6 -0.5 0.2
C -6.1039 1.2786 -0.8339 0.0 -0.1 -0.1
C -7.5010 1.2702 -1.3611 -0.2 0.2 0.1
C -5.3976 2.4770 -0.6409 0.7 0.3 0.2
C -4.0634 2.4527 -0.2520 -0.4 0.2 0.0
C -0.0862 4.8649 -1.9471 -0.2 0.1 0.2
C -0.3692 5.5783 -0.6203 0.3 0.1 -0.1
C -1.3045 4.9850 -2.8719 0.1 -0.1 0.0
H 2.3363 6.8984 -3.3022 -0.4 -0.1 0.1
H 0.6649 6.9183 -3.9655 0.3 -0.1 0.4
H 0.9660 7.4213 -2.2711 0.2 -0.1 -0.3
H 1.1399 2.5730 -3.4063 0.3 0.1 0.2
H 2.4817 2.5798 -0.6405 -0.2 -0.2 -0.4
H 1.7012 1.2091 -1.4666 0.2 0.2 0.1
H 4.5496 1.5030 -0.2831 0.2 0.0 -0.3
H 6.7875 0.8956 -1.2250 -0.2 0.0 -0.2
H 7.0695 0.6819 -3.7058 -0.2 0.1 0.1
H 5.1373 1.1604 -5.2218 0.1 0.0 0.3
H 2.9393 1.8006 -4.2601 0.4 0.0 0.1
H -0.6951 1.6878 -2.1325 0.0 -0.1 0.3
H -0.9635 3.0069 0.6652 -0.2 -0.1 -0.3
H -1.5249 0.1483 0.0467 -0.1 0.0 0.0
H -3.6664 -0.9260 0.1094 -0.2 0.2 -0.2
H -6.0751 -0.8617 -0.6119 0.3 0.3 0.0
H -7.9129 2.2792 -1.4093 0.0 -0.1 0.0
H -7.5397 0.8444 -2.3717 0.1 0.0 0.2
H -8.1475 0.6555 -0.7265 0.1 0.1 -0.1
H -5.9133 3.4259 -0.8001 0.2 -0.3 0.0
H -3.4977 3.3768 -0.0918 -0.3 -0.3 -0.2
H 0.5040 5.4968 0.0391 -0.2 0.0 -0.1
H -0.5807 6.6392 -0.8006 -0.1 -0.2 0.1
H -1.2351 5.1214 -0.1270 0.1 0.2 -0.1
H -1.1346 4.3959 -3.7826 -0.1 0.2 0.1
H -2.2022 4.6107 -2.3602 0.2 0.1 -0.2
H -1.4567 6.0434 -3.1327 -0.1 -0.4 0.0
C -1.7975 -6.8479 2.7978 0.2 0.1 0.0
C -0.4011 -6.8723 2.7933 0.0 0.4 -0.1
C 0.3159 -5.6805 2.6101 -0.3 -0.2 0.1
C -0.3379 -4.4416 2.4999 -0.3 0.1 -0.1
Si 0.6574 -2.9055 2.0128 0.2 -0.2 0.0
C 2.4128 -3.3018 2.5146 0.1 0.3 0.2
C 3.4359 -3.1084 1.5765 0.3 -0.3 0.4
C 4.7399 -3.5342 1.8598 -0.1 0.0 0.1
C 5.0278 -4.1683 3.0740 -0.3 0.1 -0.1
C 4.0180 -4.3316 4.0307 -0.2 0.2 -0.2
C 2.7195 -3.8739 3.7614 0.6 -0.1 -0.1
C 0.5322 -2.7883 0.1765 0.5 -0.1 -0.5
C 0.1549 -3.9526 -0.5035 -0.6 0.5 -0.6
C -0.4310 -3.8532 -1.7720 0.4 -0.1 0.1
C -0.5181 -2.6116 -2.4057 -0.1 0.0 0.0
C 0.0290 -1.4779 -1.7946 0.4 0.0 0.2
C 0.6080 -1.5720 -0.5209 -0.8 -0.4 -0.4
C 0.1287 -1.1999 2.7228 1.0 -1.1 0.0
C -0.4694 -1.5256 4.1039 0.3 0.3 0.5
C -1.8567 -0.8625 4.1395 0.1 0.1 0.1
C -1.9728 -0.0326 2.8557 -0.3 0.3 -0.2
N -0.7938 -0.3016 2.0261 0.0 0.3 0.0
C -1.7449 -4.4255 2.5444 0.1 -0.7 -0.1
C -2.4626 -5.6272 2.6616 0.1 0.4 0.0
H -2.3683 -7.7754 2.9034 0.2 0.4 0.0
H 0.1445 -7.8063 2.9249 -0.2 0.2 -0.1
H 1.4036 -5.7312 2.5449 -0.3 0.0 0.1
H 3.2031 -2.6420 0.6169 0.2 -0.2 0.2
H 5.5295 -3.3786 1.1234 -0.2 -0.1 0.2
H 6.0376 -4.5328 3.2779 -0.3 0.1 -0.1
H 4.2389 -4.8228 4.9791 0.0 0.2 -0.2
H 1.9408 -3.9889 4.5200 0.2 -0.1 -0.2
H 0.2793 -4.9268 -0.0253 -0.4 0.3 -0.1
H -0.8102 -4.7594 -2.2421 0.1 0.3 -0.1
H -0.9937 -2.5239 -3.3901 0.2 -0.1 0.4
H 0.0035 -0.5084 -2.2971 0.1 -0.3 -0.1
H 1.0869 -0.7037 -0.0641 -0.3 -0.1 0.0
H 1.1491 -0.7632 2.7834 -0.6 0.3 0.3
H -0.5656 -2.6086 4.2668 0.1 0.4 0.1
H 0.2067 -1.1335 4.8743 -0.4 -0.1 0.0
H -2.6561 -1.6058 4.2028 0.1 0.1 0.0
H -1.9340 -0.2051 5.0058 -0.1 -0.1 0.0
H -2.8698 -0.2977 2.2764 0.0 0.0 0.4
H -2.0657 1.0419 3.0972 0.1 -0.3 -0.1
H -0.3409 0.5513 1.7025 0.1 -0.4 0.6
H -2.2863 -3.4798 2.4474 0.1 -0.3 0.0
H -3.5528 -5.6061 2.6384 0.3 0.0 0.1
```
Forces are in eV/Å.

Properties
- DFT total energy: -2273.4717 Ha
- M: 677.0 g mol⁻¹
- Energy relative to the best compared isomer or geometry (same formula, charge and spin): 220.7 kJ/mol
- Orbital gap: 5.114 eV
- Net charge: +1
- Largest force on an atom: 0.066 hartree/bohr



ORCA calculation (the ωB97M-V functional and the def2-TZVPD basis) on a structure of composition C45H50N4NiOPS6Si at a distorted geometry.

Geometry as XYZ:
```
109
Properties=species:S:1:pos:R:3:forces:R:3
Ni 11.7651 13.3951 10.2720 0.2 -0.3 -1.2
C 6.6788 17.3993 12.1200 -0.1 0.8 -0.3
C 7.5212 18.3080 11.2270 1.3 -0.7 0.5
C 7.2439 19.6717 11.1183 0.0 0.0 -0.3
C 8.1010 20.4580 10.3407 -0.8 1.5 0.2
C 9.2772 19.9538 9.8192 0.7 1.8 0.1
C 9.6209 18.6428 9.9805 0.2 -0.9 -0.4
C 8.7325 17.7946 10.6276 -1.7 -0.4 -0.4
N 8.9104 16.3849 10.5096 0.3 0.4 0.3
C 10.1758 15.7918 10.3164 0.6 -0.7 0.0
N 11.1702 16.3627 11.0607 -2.9 -0.5 0.1
C 12.5201 16.1811 10.9199 1.9 -0.1 -0.8
C 13.0160 14.9803 10.3484 -0.7 0.7 0.8
C 14.3779 14.9718 10.2316 1.6 0.4 -0.3
C 15.2423 16.0436 10.5433 -0.5 0.3 0.3
C 14.6742 17.2152 11.0468 0.2 0.1 0.6
C 13.3057 17.2792 11.3039 0.0 -0.3 -1.6
C 12.7402 18.5701 11.8079 0.4 0.3 1.2
N 10.4274 14.7624 9.5388 -1.2 0.9 -0.9
C 9.7003 14.6727 8.2899 -0.7 1.2 1.4
C 8.3514 14.2536 8.3094 1.1 -0.5 -1.1
C 7.5579 14.4346 7.1892 0.1 0.6 0.2
C 8.0560 15.1232 6.0950 1.0 -0.1 -1.0
C 9.4388 15.3808 5.9827 -1.2 -0.2 0.7
C 10.2484 15.2292 7.1125 0.4 -0.1 -0.4
C 11.6839 15.7207 6.9807 -0.1 -0.5 1.4
H 6.1397 18.0691 12.8075 -0.3 -0.4 -0.3
H 7.2945 16.7758 12.7657 0.2 -0.2 -0.3
H 5.9823 16.7670 11.5390 0.2 0.3 0.4
H 6.3695 20.1416 11.6354 0.8 -0.6 -0.6
H 7.8479 21.5355 10.1606 0.3 -1.1 0.3
H 10.0005 20.6884 9.4053 -0.6 -0.8 -0.1
H 10.5142 18.2133 9.5142 -0.3 0.3 0.3
H 8.0876 15.8043 10.3477 0.6 0.4 0.0
H 10.8842 17.0395 11.7450 -0.3 -0.1 0.1
H 14.7985 14.0673 9.8167 0.5 -0.3 0.0
H 16.3258 15.9591 10.4708 -0.3 0.0 -0.3
H 15.2305 18.1279 11.3312 0.2 -0.8 -0.3
H 13.6152 19.0376 12.3343 -1.2 0.0 0.0
H 11.9000 18.3621 12.5167 0.7 0.6 -0.2
H 12.3824 19.3158 11.0807 0.0 -0.5 -0.1
H 8.0233 13.6177 9.1054 -0.3 0.1 0.6
H 6.5456 14.0798 7.1877 -0.4 0.0 0.0
H 7.4359 15.4342 5.2596 -0.2 -0.4 0.1
H 9.8450 15.7242 5.0202 -0.1 0.1 0.6
H 12.1598 15.1752 6.1652 0.1 0.3 -0.2
H 12.2555 15.5022 7.9139 -0.4 0.2 -0.6
H 11.6860 16.8056 6.8137 0.2 -0.3 -0.2
S 14.6978 9.7644 9.5603 -0.6 -0.1 1.3
C 14.7398 10.6944 8.1793 -1.2 2.1 -1.0
C 13.8554 11.7673 8.3033 0.6 -1.0 0.7
N 13.2319 11.9204 9.5392 0.5 -2.5 -0.5
C 13.5098 10.8445 10.2578 0.5 0.9 0.8
H 15.3475 10.4772 7.3121 -0.1 -0.1 0.1
H 13.5194 12.3985 7.5141 0.3 0.6 -0.4
H 13.1717 10.6989 11.3063 0.2 0.2 -1.0
C 8.8304 12.1333 11.6128 -0.1 -0.4 1.0
P 10.1862 11.4898 10.5603 0.3 1.4 0.2
C 9.2377 10.8758 9.1663 -0.2 -0.6 -0.6
C 8.1429 9.9938 9.3879 1.5 0.8 0.3
C 7.6206 9.3569 8.3015 -1.7 -0.5 -0.5
C 7.9451 9.7458 7.0045 0.8 0.4 0.2
C 8.9682 10.6835 6.7947 -0.6 -0.4 0.6
C 9.6840 11.2189 7.8664 -0.6 -0.8 0.9
C 10.5875 9.9762 11.4836 -0.8 -0.8 0.2
C 10.6580 10.0425 12.8865 0.9 0.1 -0.2
C 11.0658 8.9079 13.6000 0.3 0.6 0.8
C 11.1184 7.6657 12.9724 0.0 0.3 0.3
C 10.9714 7.5748 11.6074 -0.1 1.0 -1.2
C 10.7621 8.7383 10.8447 0.1 0.1 0.8
H 8.1432 11.3490 12.0358 0.6 0.7 -0.4
H 8.2664 12.8815 11.0727 -0.2 0.1 -0.3
H 9.3454 12.6822 12.4126 -0.2 -0.2 0.0
H 7.8255 9.8022 10.4276 0.2 -0.1 -0.8
H 6.8171 8.6092 8.4073 0.4 0.4 0.1
H 7.3693 9.2942 6.2052 0.3 0.2 -0.2
H 9.1953 11.0285 5.8203 0.2 0.1 -1.0
H 10.5821 11.8509 7.7147 -0.8 -0.3 0.3
H 10.5079 11.0305 13.3420 0.3 -0.6 0.1
H 11.4715 8.9977 14.6433 -1.1 -0.1 -0.9
H 11.2481 6.7902 13.5815 0.4 -0.3 0.1
H 11.0733 6.6578 11.0525 -0.1 -0.4 0.2
H 10.7046 8.7030 9.7632 0.0 -0.2 0.0
C 14.2136 12.6030 13.6616 -0.5 0.1 0.3
Si 12.4804 13.5426 13.5454 1.5 0.0 1.2
C 11.4499 13.0073 15.1328 0.0 0.9 -0.8
C 12.9381 15.3443 13.9826 0.5 0.1 -1.0
O 11.7154 13.2246 12.2232 -0.8 -0.4 1.0
H 14.6019 12.7889 14.6811 0.1 -0.1 -0.3
H 15.0256 12.8059 12.9291 -0.7 0.3 0.3
H 14.0049 11.5282 13.5982 0.0 -0.1 0.1
H 10.4601 12.7176 14.7507 0.1 0.0 0.3
H 11.3277 13.8533 15.8510 0.1 -0.6 -0.5
H 11.8988 12.1697 15.6403 0.1 -0.4 0.3
H 13.1752 15.4006 15.0550 -0.1 0.2 -0.3
H 12.1162 16.0170 13.6913 0.1 -0.1 0.5
H 13.8118 15.6925 13.3720 -0.6 -0.4 0.6
C 19.0162 9.2335 12.1819 -0.8 0.4 -0.4
S 18.3224 10.9218 12.3173 0.1 -0.3 0.4
C 18.4772 11.4587 10.7296 -0.6 3.3 -0.8
C 18.2205 12.8840 10.3415 0.4 -1.9 0.6
S 18.1524 14.2433 11.2595 0.0 -0.5 0.5
S 18.0117 13.0669 8.6342 0.2 -0.9 -0.4
C 18.4522 11.4492 8.0750 -0.3 1.6 0.4
S 18.4051 11.2442 6.4423 0.3 -0.9 0.8
S 18.9251 10.4321 9.4702 -0.3 -0.6 -2.1
H 19.3101 9.0819 13.1980 0.6 -0.5 0.5
H 19.8499 9.2279 11.4709 -0.1 -0.2 0.5
H 18.2406 8.4925 11.9179 0.4 0.4 -0.1
```
Forces are in eV/Å.

Properties
- DFT total energy: -6567.2927 Ha
- M: 973.1 g mol⁻¹
- Energy relative to the best compared isomer or geometry (same formula, charge and spin): 50.3 kJ/mol
- 2S+1: 3
- Orbital gap (spin up / spin down): 3.651 / 2.067 eV
- Net charge: -1
- Largest force on an atom: 0.066 hartree/bohr



> Which of these has the highest energy relative to the best compared isomer or geometry (same formula, charge and spin)?

C45H50N3OSi



> Which of these has the lowest M?

C45H50N3OSi



> Which of these has the lowest net charge?

C45H50N4NiOPS6Si